{"formula": "C24H45O3SSiZr", "method": "ωB97M-V/def2-TZVPD", "e_tot_ha": -1901.154254, "total_charge": 3, "e_above_lowest_kcal_mol": 17.1, "spin_multiplicity": 1, "elements": ["Zr", "C", "C", "C", "C", "C", "C", "C", "C", "C", "C", "C", "C", "H", "H", "H", "H", "H", "H", "H", "H", "H", "H", "H", "H", "H", "H", "H", "H", "H", "H", "C", "C", "C", "C", "O", "Si", "S", "O", "C", "C", "C", "C", "O", "C", "C", "C", "C", "H", "H", "H", "H", "H", "H", "H", "H", "H", "H", "H", "H", "H", "H", "H", "H", "H", "H", "H", "H", "H", "H", "H", "H", "H", "H", "H"], "xyz": [[0.26914, -0.78694, 1.06435], [-2.12705, -3.52218, -1.84579], [-1.20950, -3.41819, -0.66529], [0.11873, -3.82426, -0.78864], [0.60660, -4.48343, -2.03695], [1.04277, -3.51925, 0.25005], [2.51217, -3.66003, -0.02688], [0.55408, -3.10047, 1.49845], [1.52300, -2.68760, 2.58215], [-0.84166, -2.86452, 1.69227], [-1.35440, -2.71102, 3.12069], [-1.71433, -2.97133, 0.58797], [-3.19467, -2.73693, 0.70521], [-2.56489, -4.52442, -1.90053], [-1.59075, -3.35341, -2.77684], [-2.94862, -2.81348, -1.79138], [0.96514, -3.73733, -2.75638], [-0.18532, -5.04747, -2.52275], [1.43013, -5.16383, -1.83232], [2.82998, -4.69447, 0.13775], [3.13354, -3.02697, 0.60203], [2.73693, -3.42112, -1.06440], [1.87429, -1.60595, 2.51369], [2.47581, -3.20901, 2.53084], [1.13867, -2.79293, 3.59177], [-1.33566, -3.69056, 3.60351], [-2.36866, -2.33541, 3.17446], [-0.74593, -2.04435, 3.73617], [-3.49287, -1.83379, 0.16599], [-3.55108, -2.66448, 1.72534], [-3.73544, -3.55981, 0.23632], [-1.33678, 2.99132, 2.03605], [-1.72955, 1.64015, 1.49119], [-2.91431, 1.67648, 0.55540], [-1.86169, 0.56546, 2.55329], [-0.53516, 1.09236, 0.70712], [0.34409, 1.64601, -0.71066], [0.95436, -0.41965, -1.11339], [1.62753, 2.42735, -0.22266], [2.81459, 2.23450, 0.60006], [2.43018, 1.59837, 1.93729], [3.83344, 1.41831, -0.17484], [3.34899, 3.63014, 0.89521], [-0.68830, 2.30474, -1.68268], [-0.56951, 2.96603, -3.04584], [-1.19700, 1.99109, -4.01749], [0.89876, 3.20418, -3.32973], [-1.35235, 4.25376, -2.92404], [-2.16949, 3.40308, 2.60781], [-1.12236, 3.68603, 1.22275], [-0.47346, 2.92824, 2.69861], [-3.79562, 1.95221, 1.13798], [-3.10266, 0.70152, 0.10083], [-2.78010, 2.41408, -0.23229], [-2.67693, 0.75359, 3.25161], [-0.94413, 0.50405, 3.16390], [-2.10704, -0.39935, 2.07358], [1.83771, 0.63397, 1.89388], [1.81561, 2.26137, 2.54637], [3.32393, 1.33532, 2.50315], [3.52304, 0.38387, -0.32594], [4.78198, 1.41774, 0.36225], [4.00657, 1.87489, -1.14856], [2.58935, 4.24472, 1.37715], [3.64494, 4.10793, -0.03748], [4.22263, 3.57491, 1.54420], [-0.63808, 1.05380, -4.05514], [-1.18835, 2.42432, -5.01747], [-2.23199, 1.78369, -3.74785], [1.45687, 2.26158, -3.35634], [1.34610, 3.87091, -2.59215], [1.00652, 3.66756, -4.30974], [-2.39413, 4.05649, -2.67284], [-1.33225, 4.77581, -3.88076], [-0.91610, 4.91202, -2.17265]], "atomic_forces_ev_per_a": [[-0.2, -0.3, -0.5], [0.0, 0.0, 0.0], [-0.1, 0.0, -0.1], [0.2, 0.2, 0.1], [0.0, 0.0, 0.0], [0.0, 0.1, -0.2], [0.0, -0.1, 0.0], [0.2, 0.0, 0.0], [0.1, 0.0, 0.1], [-0.2, -0.2, 0.6], [0.0, 0.1, -0.1], [0.0, 0.2, 0.1], [0.0, 0.0, 0.0], [0.0, 0.0, 0.0], [0.0, 0.0, 0.0], [0.0, 0.0, 0.0], [0.0, 0.0, 0.0], [0.0, 0.0, 0.0], [0.0, 0.0, 0.0], [0.0, 0.0, 0.0], [0.0, 0.0, 0.0], [0.0, 0.0, 0.0], [-0.1, 0.0, 0.0], [0.0, 0.0, -0.1], [0.0, 0.0, 0.0], [0.0, 0.0, 0.0], [0.0, -0.1, 0.0], [0.0, 0.0, 0.0], [0.0, 0.0, 0.0], [0.0, 0.0, 0.0], [0.0, 0.0, 0.0], [0.0, 0.0, 0.0], [0.0, 0.1, 0.0], [-0.1, 0.0, 0.1], [0.1, 0.0, -0.1], [-0.1, 0.2, -0.3], [0.0, 0.0, 0.4], [0.2, -0.3, 0.0], [-0.1, 0.2, 0.1], [-0.1, -0.1, 0.0], [-0.1, 0.1, 0.2], [0.0, 0.0, 0.0], [0.0, 0.0, 0.0], [0.1, -0.1, 0.0], [-0.1, 0.0, 0.0], [0.0, 0.0, 0.0], [0.0, 0.0, 0.1], [0.0, 0.0, 0.0], [0.0, 0.0, 0.0], [0.0, 0.0, 0.0], [0.0, 0.0, 0.0], [0.0, 0.0, 0.0], [0.0, 0.0, 0.0], [0.0, 0.0, 0.0], [0.0, 0.0, 0.0], [0.0, 0.0, 0.1], [0.0, 0.0, 0.0], [0.2, -0.1, -0.3], [0.0, 0.0, 0.0], [0.0, 0.0, 0.0], [0.0, 0.0, 0.0], [0.0, 0.0, 0.0], [0.0, 0.0, 0.0], [0.0, 0.0, 0.0], [0.0, 0.0, 0.0], [0.0, 0.0, 0.0], [0.0, 0.0, 0.0], [0.0, 0.0, 0.0], [0.0, 0.0, 0.0], [0.0, 0.0, 0.0], [0.0, 0.0, 0.0], [0.0, 0.0, 0.0], [0.0, 0.0, 0.0], [0.0, 0.0, 0.0], [0.0, 0.0, 0.0]]}